Computed, not measured: a molecular structure, C29H24CoF6N5O8PS2Se3 at a distorted geometry, with ωB97M-V with the def2-TZVPD basis set.

Last column: Mulliken charge in e.
CARTESIAN COORDINATES (ANGSTROEM)
Co -1.1899 0.5388 -0.4470  0.47
F -3.2007 -2.7823 2.4673  -0.23
C -2.4569 -2.1540 3.3709  0.40
F -3.1933 -1.9235 4.4616  -0.23
F -1.4486 -2.9854 3.6922  -0.09
S -1.8423 -0.4827 2.6701  1.06
O -1.1562 -0.8743 1.4732  -0.31
O -1.0720 0.0050 3.7807  -0.74
N -3.1833 0.2674 2.4185  -0.37
S -4.0151 0.2505 1.0819  0.90
O -3.2505 0.2189 -0.1789  -0.51
O -5.2225 -0.5374 1.1649  -0.65
C -4.5589 2.1029 1.1090  0.57
F -5.3466 2.3226 2.1789  -0.26
F -3.5466 2.9706 1.1833  -0.12
F -5.2659 2.3335 -0.0086  -0.22
Se 1.5813 0.1735 -0.2830  -0.59
P 1.1911 -1.9713 0.1448  0.54
Se -0.5371 -3.0431 -0.7127  -0.53
C 2.7370 -2.7866 -0.4045  0.76
C 3.8689 -2.5418 0.3671  -0.31
C 5.0050 -3.3011 0.1268  -0.57
C 5.0242 -4.2834 -0.8585  -0.46
C 3.8769 -4.4832 -1.6323  -0.53
C 2.7353 -3.7369 -1.4295  -0.37
C 1.3011 -2.3769 1.9343  0.40
C 1.1795 -3.6989 2.3060  -0.59
C 1.3470 -4.0754 3.6390  -0.67
C 1.6513 -3.1156 4.6024  -0.49
C 1.7878 -1.7991 4.2172  -0.28
C 1.6202 -1.4001 2.8967  -0.21
H 3.8683 -1.7200 1.1324  0.20
H 5.9087 -3.1187 0.7344  0.31
H 5.9451 -4.8650 -1.0568  0.31
H 3.8543 -5.2886 -2.3896  0.32
H 1.8431 -3.9041 -2.0573  0.22
H 0.9918 -4.4328 1.5239  0.38
H 1.2509 -5.1355 3.8896  0.34
H 1.7690 -3.4297 5.6393  0.34
H 2.0711 -1.0474 4.9570  0.33
H 1.6773 -0.3479 2.6072  0.14
Se -1.9693 2.7531 -1.7338  -0.35
C -1.1243 4.1778 -0.8804  0.29
C 0.2758 4.2776 -0.7155  -0.30
C 0.7278 5.3972 -0.0229  -0.34
N -0.0381 6.3805 0.4255  -0.76
C -1.3364 6.2875 0.1834  -0.43
C -1.9540 5.2234 -0.4600  -0.39
H 0.9625 3.5130 -1.0878  0.43
H 1.8140 5.4991 0.1794  0.38
H -1.9510 7.1342 0.4998  0.34
H -3.0445 5.1881 -0.5736  0.35
O -2.8593 0.4537 -3.0865  -0.66
C -1.7224 -0.0970 -3.1934  0.28
O -0.8998 -0.2757 -2.2448  -0.07
C -1.3273 -0.5186 -4.5756  0.14
C -2.1855 -0.1873 -5.6747  -0.62
C -1.8300 -0.5591 -6.9732  -0.37
C -0.6094 -1.1941 -7.2280  -0.51
C 0.2147 -1.5027 -6.1306  0.25
C -0.1244 -1.2212 -4.7923  -0.44
N 1.4472 -2.1747 -6.4091  1.03
O 1.6668 -2.4340 -7.6111  -0.66
O 2.2031 -2.4372 -5.4561  -0.59
H -3.1459 0.3154 -5.4539  0.40
H -2.5550 -0.3758 -7.7693  0.34
H -0.3302 -1.4397 -8.2748  0.37
H 0.5250 -1.4987 -3.9283  0.46
C 1.8069 2.9538 2.8131  -0.92
N 0.3428 3.1726 2.7915  0.53
C -0.3872 3.9594 3.8233  -0.88
C -0.2920 2.6142 1.7862  -0.37
N -0.6384 1.9654 0.8909  0.74
H 2.3144 3.9188 2.8172  0.33
H 2.0688 2.3949 1.9144  0.18
H 2.1156 2.3656 3.6922  0.28
H -0.1197 5.0112 3.7614  0.32
H -0.1787 3.5797 4.8166  0.30
H -1.4628 3.8384 3.5688  0.23

Force components x, y, z for each atom (eV/Å):
0.7 0.4 -0.9
-0.3 0.1 0.0
0.6 0.5 -0.7
0.0 -0.1 0.1
-0.3 0.6 0.1
-0.1 -2.1 1.3
0.1 0.4 -0.5
-0.5 0.7 -0.3
0.1 0.3 0.3
-0.4 1.5 -1.5
-0.9 -0.6 1.7
0.9 0.6 -0.1
0.0 -0.7 -0.2
0.0 -0.1 -0.2
-0.4 -0.6 0.0
0.3 0.0 0.7
-0.3 -0.8 0.3
-0.6 0.0 -1.0
1.0 0.4 0.4
-0.6 -0.1 0.2
0.2 0.4 0.1
0.9 0.2 0.5
0.1 -0.1 -0.3
0.6 -0.9 -0.5
-0.3 0.3 0.1
0.4 1.3 0.3
0.2 -0.5 0.3
0.0 -0.2 -0.3
-0.1 -0.8 -0.1
0.4 0.9 0.2
-0.4 -0.6 -0.4
-0.1 -1.0 -0.8
-0.5 -0.1 -0.4
-0.7 0.3 0.2
0.2 0.6 0.4
0.4 0.2 0.6
-0.1 0.0 0.2
0.0 0.4 0.1
0.0 0.2 -0.2
-0.2 -0.2 -0.1
0.1 -0.4 0.0
-0.1 -0.5 -0.6
-0.2 -0.4 -0.7
-0.6 0.9 0.5
1.2 -0.8 -0.3
0.3 0.6 0.4
-1.0 0.1 -0.2
0.8 0.6 0.7
-0.4 0.2 0.2
-0.6 0.0 -0.1
0.1 -0.1 0.1
0.6 -0.1 -0.1
1.8 -1.2 -0.4
-2.6 1.5 0.9
0.1 -0.2 -0.5
0.2 -0.3 -1.2
0.6 -0.5 0.9
0.0 0.0 0.4
-0.3 0.1 -0.1
-1.1 0.4 0.3
-0.3 0.5 -0.2
1.5 -0.7 -0.2
0.5 0.0 1.8
-1.0 0.2 -2.0
0.8 -0.3 0.0
0.4 0.0 0.0
-0.1 0.1 1.1
-0.7 0.3 -0.9
-0.6 0.1 0.3
0.2 0.4 0.5
-0.3 -0.6 -1.5
0.0 -0.9 -0.3
-0.2 0.4 1.4
0.1 0.0 0.0
0.1 0.0 0.0
-0.2 0.2 -0.2
0.1 0.1 -0.1
0.0 -0.2 0.1
0.7 0.2 0.4

Values from the calculation:
total charge: -2
LUMO (alpha / beta): 3.54 / 3.54 eV
HOMO-LUMO gap (alpha / beta): 0.1978 / 0.1975 Ha
ΔE to the lowest compared entry with this formula, charge and spin: 0.0 kJ/mol
spin multiplicity: 4

=====

Computed, not measured: a molecular structure, C29H24DyN9O3S4 at a distorted geometry, with ωB97M-V with the def2-TZVPD basis set.

Last column: Mulliken charge in e.
CARTESIAN COORDINATES (ANGSTROEM)
Dy -0.2679 -0.0577 -0.4429  -0.10
N 1.6811 3.2296 2.4334  -0.46
C 1.2349 2.1209 1.7734  0.79
S -0.4322 2.1668 1.2634  -0.53
N 2.1253 1.1765 1.6523  -1.38
N 1.7474 0.0470 0.9363  1.18
C 2.6129 -0.8913 1.0565  -0.51
C 2.6073 -2.1803 0.3743  0.14
C 3.8059 -2.9143 0.3786  -0.68
C 3.9277 -4.1113 -0.2894  -0.85
C 2.8153 -4.6083 -0.9805  -0.49
C 1.6221 -3.9214 -0.9843  -0.66
C 1.4810 -2.6951 -0.3068  0.93
O 0.3333 -2.0675 -0.2998  -0.18
H 1.0620 4.0056 2.5521  0.19
H 2.6454 3.2863 2.7074  0.22
H 3.4759 -0.6713 1.6813  0.27
H 4.6536 -2.5070 0.9235  0.37
H 4.8610 -4.6589 -0.2771  0.40
H 2.8927 -5.5487 -1.5146  0.40
H 0.7491 -4.2982 -1.5042  0.49
N 3.3879 -0.3917 -2.1420  -0.28
C 2.6813 0.6682 -2.5728  0.30
N 1.4831 1.0135 -2.1690  0.49
C 1.0410 2.1296 -2.8814  -0.16
C 1.9013 2.6272 -3.7881  -0.56
S 3.3461 1.6919 -3.8112  -0.28
C -0.2866 2.6861 -2.5974  -0.61
C -0.7676 3.8625 -3.0495  -0.48
S -2.3639 4.1164 -2.4500  -0.28
C -2.2590 2.6168 -1.5878  0.05
N -1.1226 1.9867 -1.7512  0.88
N -3.2922 2.1543 -0.8548  -0.10
H 3.0147 -1.0329 -1.4610  0.02
H 4.3023 -0.5726 -2.5065  0.20
H 1.7750 3.4743 -4.4434  0.43
H -0.2866 4.6027 -3.6693  0.45
H -4.0649 2.7447 -0.6196  0.18
H -3.2330 1.2271 -0.4669  0.00
O -0.9624 -0.8126 -2.5716  -0.65
S -2.3146 -1.2686 -2.2198  1.30
O -2.6418 -2.6290 -2.5246  -0.69
N -2.4984 -0.8471 -0.6950  0.42
C -3.1346 -1.6689 0.2598  0.04
C -4.2009 -2.5045 0.0331  -0.89
C -4.8081 -3.2158 1.0912  -1.15
C -4.3619 -3.0984 2.3725  -0.89
C -3.2389 -2.2811 2.6413  0.99
C -2.6738 -2.1464 3.9295  -0.66
C -1.5539 -1.3899 4.1032  -1.13
C -0.9770 -0.7645 2.9810  0.07
N -1.4753 -0.8588 1.7764  0.57
C -2.6094 -1.5910 1.5863  0.51
C -3.3915 -0.2226 -3.1599  0.30
C -4.7426 -0.1847 -2.8398  -0.14
C -5.5880 0.6335 -3.5698  -0.72
C -5.0797 1.4093 -4.6077  -0.48
C -3.7269 1.3659 -4.9156  -0.71
C -2.8731 0.5467 -4.1897  -0.25
H -4.5671 -2.6420 -0.9747  0.49
H -5.6487 -3.8625 0.8703  0.39
H -4.8388 -3.6342 3.1849  0.39
H -3.1396 -2.6550 4.7661  0.42
H -1.0960 -1.2689 5.0766  0.42
H -0.0773 -0.1676 3.0841  0.30
H -5.1267 -0.7769 -2.0158  0.23
H -6.6434 0.6698 -3.3285  0.42
H -5.7420 2.0536 -5.1740  0.41
H -3.3321 1.9763 -5.7184  0.42
H -1.8117 0.5094 -4.4038  0.49

Force components x, y, z for each atom (eV/Å):
0.2 1.0 0.6
-0.1 -0.1 0.0
0.0 0.1 0.1
0.5 0.1 0.1
0.0 0.0 0.0
0.0 0.3 0.4
0.1 -0.3 -0.2
0.1 0.1 0.1
0.1 0.1 0.1
-0.1 0.0 -0.1
0.1 0.0 0.0
-0.1 -0.1 0.0
-0.1 -0.1 0.1
0.5 -0.6 -0.1
0.0 0.1 0.0
0.0 0.0 0.0
0.1 0.0 0.0
-0.1 0.0 0.0
0.0 0.0 0.0
0.0 0.0 0.0
0.0 0.0 0.0
-0.1 0.2 0.0
0.0 0.0 -0.1
-0.1 0.0 -0.1
-0.1 -0.1 0.3
0.1 0.1 -0.2
0.1 0.0 0.0
0.2 -0.1 0.2
-0.1 0.2 -0.2
0.0 0.0 0.0
0.0 0.0 -0.1
-0.4 0.0 -0.2
0.2 0.2 0.0
-0.1 -0.1 0.1
0.1 0.0 0.0
0.0 -0.1 0.1
0.0 -0.1 0.1
0.0 0.0 0.0
0.0 -0.2 0.0
-0.2 -0.1 -0.3
-0.3 -0.1 -0.1
-0.1 -0.1 0.0
-0.2 -0.3 -0.1
0.0 0.0 -0.2
0.0 0.1 0.0
0.0 0.0 -0.1
0.0 0.0 0.1
0.0 0.0 0.0
0.0 0.0 0.0
0.0 0.0 0.1
0.1 0.0 0.0
-0.1 0.0 -0.3
0.1 0.0 0.0
0.0 0.1 0.0
0.0 0.0 0.0
0.0 0.0 0.0
0.0 0.0 0.0
-0.1 0.0 0.0
0.0 0.0 0.0
0.0 0.0 0.0
0.0 0.0 0.0
0.0 0.0 0.0
0.0 0.0 0.0
0.0 0.0 -0.1
0.0 0.0 0.0
0.0 0.0 -0.1
0.0 0.0 0.0
0.0 0.0 0.0
0.0 0.0 0.0
-0.1 0.0 0.0

Values from the calculation:
total charge: 0
LUMO (alpha / beta): 0.30 / 0.31 eV
HOMO-LUMO gap (alpha / beta): 0.2757 / 0.2760 Ha
ΔE to the lowest compared entry with this formula, charge and spin: 108.3 kJ/mol
spin multiplicity: 6

=====

Computed, not measured: a molecular structure, C29H24IrN5S at a distorted geometry, with ωB97M-V with the def2-TZVPD basis set.

Last column: Mulliken charge in e.
CARTESIAN COORDINATES (ANGSTROEM)
Ir -0.8276 1.0530 0.8402  0.80
C -2.2759 4.0512 -3.3532  -0.44
C -3.2193 3.0349 -3.4602  -0.90
C -3.1342 1.9079 -2.6748  -0.40
C -2.0637 1.7566 -1.7603  1.13
C -1.1074 2.7992 -1.6729  -0.26
C -1.2145 3.9199 -2.4573  -0.98
N -1.9541 0.7430 -0.8685  -0.37
C -2.7285 -0.3841 -0.8202  0.15
C -3.2677 -1.0823 -1.9072  -0.30
C -4.0836 -2.1764 -1.6785  -0.87
C -4.3930 -2.5864 -0.3845  -0.69
C -3.8378 -1.9435 0.7126  -0.54
C -2.9722 -0.8749 0.5046  0.79
N -2.2573 -0.2409 1.4755  0.47
N -2.4760 -0.3422 2.7412  -0.86
C -1.6763 0.3714 3.5274  0.34
C -1.7880 0.3520 4.9332  -0.46
C -0.9919 1.1834 5.6815  -0.28
C -0.0913 2.0397 5.0344  -0.71
C -0.0058 2.0040 3.6588  0.01
N -0.7556 1.1941 2.9116  -0.13
H -2.3864 4.9502 -3.9386  0.43
H -4.0452 3.1450 -4.1470  0.40
H -3.9215 1.1739 -2.7118  0.59
H -0.2888 2.6959 -0.9598  0.25
H -0.4873 4.7108 -2.3789  0.43
H -3.0288 -0.7944 -2.9197  0.71
H -4.4953 -2.7068 -2.5213  0.48
H -5.0515 -3.4279 -0.2303  0.44
H -4.0287 -2.2555 1.7274  0.51
H -2.5030 -0.3220 5.3745  0.50
H -1.0546 1.1823 6.7603  0.44
H 0.5288 2.7208 5.5923  0.43
H 0.6865 2.6438 3.1295  0.46
N 1.2784 0.7046 0.4870  -0.54
S 1.7518 -0.0620 -0.8854  0.56
C 3.5379 0.2321 -0.9264  0.40
C 4.3370 -0.6477 -1.6357  -0.47
C 5.6888 -0.3695 -1.7540  -0.68
C 6.2192 0.7668 -1.1637  -0.48
C 5.4011 1.6459 -0.4725  -0.61
C 4.0455 1.3867 -0.3581  -0.39
C 1.6645 -1.8389 -0.5147  0.44
C 2.4508 -2.4623 0.4412  -0.33
C 2.2970 -3.8240 0.6534  -0.76
C 1.3618 -4.5463 -0.0729  -0.45
C 0.5780 -3.9114 -1.0251  -0.71
C 0.7255 -2.5521 -1.2464  -0.26
H 1.7697 0.3544 1.3084  0.29
H 3.9167 -1.5397 -2.0727  0.48
H 6.3307 -1.0399 -2.3027  0.42
H 7.2740 0.9697 -1.2556  0.41
H 5.8185 2.5311 -0.0201  0.42
H 3.3916 2.0578 0.1749  0.44
H 3.1890 -1.9090 1.0019  0.45
H 2.9243 -4.3185 1.3791  0.43
H 1.2464 -5.6049 0.1009  0.45
H -0.1345 -4.4744 -1.6073  0.45
H 0.1340 -2.0443 -1.9935  0.47

Force components x, y, z for each atom (eV/Å):
-2.0 -3.9 -1.4
0.0 -0.2 0.2
0.0 0.2 -0.1
0.4 -0.2 0.5
-0.3 1.5 -1.5
-0.2 -0.6 -0.1
-0.2 0.3 -0.1
2.6 1.6 2.9
-1.1 -1.5 0.8
0.4 0.4 0.3
0.0 -0.1 0.4
0.0 0.0 0.1
0.3 0.0 0.0
-0.9 -1.1 -2.0
1.7 3.1 2.6
-1.4 -1.9 -2.6
1.8 1.7 1.0
-0.2 -0.3 -1.0
0.5 0.5 0.0
-0.6 -0.5 0.3
0.1 0.2 -0.1
0.3 -0.1 -0.6
0.1 0.0 -0.1
-0.1 0.0 0.0
-0.1 0.0 0.0
0.1 0.0 -0.3
0.1 0.1 0.0
0.0 0.1 0.0
-0.1 -0.1 -0.1
-0.1 0.0 0.0
-0.1 -0.2 0.0
-0.1 0.0 0.1
-0.1 0.0 0.0
0.1 0.0 0.1
0.0 0.0 -0.1
-1.1 0.9 0.7
0.2 -0.8 1.0
-0.4 0.0 -0.1
0.0 -0.1 -0.1
-0.1 0.0 0.0
0.0 0.1 0.0
0.0 -0.1 0.0
-0.2 0.0 0.1
-0.1 0.5 -0.5
0.1 0.1 0.1
0.1 0.2 0.1
-0.1 0.1 -0.1
0.0 -0.1 0.1
0.0 0.1 -0.1
0.2 0.1 -0.2
0.0 -0.1 -0.1
0.0 -0.1 0.0
0.1 0.0 0.0
0.0 0.1 0.0
0.0 0.1 0.0
0.1 0.1 0.0
0.0 0.0 0.1
0.0 -0.1 0.0
-0.1 -0.1 0.0
-0.1 0.0 -0.1

Values from the calculation:
total charge: +2
LUMO (alpha / beta): -8.50 / -8.50 eV
HOMO-LUMO gap (alpha / beta): 0.1761 / 0.1766 Ha
ΔE to the lowest compared entry with this formula, charge and spin: 199.1 kJ/mol

=====

Computed, not measured: a molecular structure, C29H25CrN9O4S3, with ωB97M-V with the def2-TZVPD basis set.

Last column: Mulliken charge in e.
CARTESIAN COORDINATES (ANGSTROEM)
Cr -0.4260 -0.1915 1.2490  0.03
N -0.4740 2.1273 -2.3793  -0.31
C -0.3449 1.6550 -1.0868  0.58
S 0.4893 0.1056 -0.8947  -0.44
N -0.8150 2.3449 -0.1137  -1.13
N -0.6010 1.7621 1.1702  0.13
C 0.7558 2.0045 1.6164  0.82
C 0.2724 0.5666 3.6184  -0.21
C 0.6490 0.9340 4.8927  -1.08
C -0.2541 0.6585 5.9117  -0.62
C -1.4645 0.0489 5.6173  -0.97
C -1.7490 -0.3007 4.3057  -0.23
N -0.8720 -0.0505 3.3385  0.48
H -0.6543 1.4060 -3.0635  0.16
H -1.1246 2.8986 -2.4416  0.24
H 1.4615 1.9291 0.7724  0.60
H 1.5979 1.4187 5.0714  0.46
H -0.0167 0.9312 6.9315  0.45
H -2.1850 -0.1581 6.3954  0.42
H -2.6698 -0.7733 3.9862  0.58
S 6.9668 -0.4064 2.7366  0.12
N 5.8862 0.7801 2.8819  -0.66
C 4.6977 0.2597 2.6211  0.32
C 3.4347 0.9890 2.6443  0.45
C 3.4117 2.3636 3.0045  -0.45
C 2.3583 3.3142 2.9772  -0.71
C 1.1280 3.2171 2.3966  -1.49
N 1.0284 0.7604 2.4126  2.37
C 2.3258 0.2142 2.3710  -0.79
C 2.3604 -1.1794 2.0055  0.15
N 1.1813 -1.7568 1.6562  0.33
C 1.1851 -3.0319 1.3077  -0.36
C 2.3425 -3.8126 1.2877  -0.91
C 3.5460 -3.2335 1.6235  -0.57
C 3.5672 -1.8877 1.9874  -0.11
C 4.7577 -1.1362 2.3188  0.75
N 5.9856 -1.6287 2.3619  -0.73
H 4.3662 2.7361 3.3559  0.46
H 2.6001 4.2611 3.4472  0.40
H 0.4344 4.0477 2.4280  0.47
H 0.2257 -3.4446 1.0182  0.56
H 2.2811 -4.8501 0.9931  0.42
H 4.4713 -3.7941 1.6016  0.55
C 0.7691 1.8225 -5.8759  -1.40
C -0.3349 0.8744 -5.4928  1.16
C -0.0690 -0.2239 -4.6782  -0.96
C -1.0815 -1.0877 -4.2921  -0.05
C -2.3798 -0.8397 -4.7092  -0.18
C -2.6751 0.2542 -5.5098  -0.58
C -1.6505 1.1008 -5.9005  -0.61
S -3.6791 -1.9360 -4.2300  1.35
O -3.0756 -3.2152 -3.9819  -0.67
O -4.7654 -1.8159 -5.1603  -0.75
N -4.2156 -1.2684 -2.8272  -0.25
C -3.4718 -1.6031 -1.6064  -0.09
C -4.0537 -0.8699 -0.4089  -0.63
C -3.1991 -1.0159 0.8408  0.36
O -3.6964 -0.9972 1.9534  -0.66
O -1.9327 -1.1792 0.5817  -0.40
H 1.6902 1.2851 -6.0985  0.36
H 0.9776 2.5065 -5.0490  0.26
H 0.4966 2.4193 -6.7451  0.40
H 0.9431 -0.4004 -4.3368  0.24
H -0.8748 -1.9526 -3.6770  0.53
H -3.6929 0.4198 -5.8369  0.46
H -1.8718 1.9501 -6.5356  0.37
H -5.2217 -1.3754 -2.7687  0.33
H -2.4379 -1.2809 -1.7395  -0.06
H -3.4627 -2.6830 -1.4386  0.24
H -5.0709 -1.1874 -0.1770  0.42
H -4.0812 0.2012 -0.6358  0.29

Force components x, y, z for each atom (eV/Å):
-0.2 -0.1 0.0
0.0 0.0 0.0
-0.2 -0.1 0.0
0.1 0.0 -0.1
0.0 0.2 0.1
0.0 0.0 0.0
0.2 -0.1 -0.1
-0.1 0.0 0.0
0.0 0.0 0.0
0.0 0.0 0.0
0.0 0.0 0.0
0.0 0.0 -0.1
0.0 0.0 0.0
0.1 0.0 0.0
0.0 0.0 0.0
0.0 0.0 0.0
0.0 0.0 0.0
0.0 0.0 0.0
0.0 0.0 0.0
0.0 0.0 0.0
0.0 0.0 0.1
0.0 0.0 -0.1
0.0 -0.1 0.0
-0.1 0.0 0.0
0.0 0.0 0.0
0.0 0.1 0.0
0.0 0.0 0.0
0.0 0.0 -0.1
0.0 0.1 0.0
0.0 -0.1 0.0
0.1 0.0 0.0
0.0 0.0 0.0
0.0 0.0 0.0
0.0 0.0 0.0
-0.1 0.0 0.0
0.0 0.0 0.1
0.0 0.0 -0.1
0.0 0.0 0.0
0.0 0.0 0.0
0.0 0.0 0.0
0.0 0.0 0.0
0.0 0.0 0.0
0.0 0.0 0.0
-0.1 0.0 0.0
-0.1 0.1 0.0
0.0 0.0 -0.1
0.0 0.0 0.0
-0.1 0.0 0.0
0.0 0.0 0.0
0.1 0.0 0.0
0.0 0.0 0.0
0.0 0.0 0.0
0.0 0.1 0.0
0.0 0.0 0.1
0.1 0.0 0.0
0.0 0.1 -0.1
-0.1 -0.3 0.0
0.1 0.1 0.0
0.1 0.1 0.1
0.0 0.0 0.0
0.0 0.0 0.0
0.0 0.0 0.0
0.0 0.0 0.0
0.0 0.0 0.0
0.0 0.0 0.0
0.0 0.0 0.0
0.0 0.0 0.0
0.0 0.0 0.0
0.0 0.0 0.0
0.0 0.0 0.0
0.0 0.0 0.0

Values from the calculation:
total charge: 0
LUMO (alpha / beta): -1.05 / -2.13 eV
HOMO-LUMO gap (alpha / beta): 0.2349 / 0.2117 Ha
ΔE to the lowest compared entry with this formula, charge and spin: 0.0 kJ/mol
spin multiplicity: 5

=====

Question: Which value of total charge does entry 2 give?
Answer: 0

=====

Question: The highest ΔE to the lowest compared entry with this formula, charge and spin belongs to which entry?
Answer: C29H24IrN5S